# 1
Molecular formula: C27H28BrO3S
Method: DFT, ωB97M-V/def2-TZVPD

Structure (XYZ):
```
60
Properties=species:S:1:pos:R:3:lowdin_charge:R:1
C 6.454 1.396 -2.712 -0.051
O 6.207 1.403 -1.287 -0.086
C 4.935 1.265 -0.829 -0.259
C 4.739 1.447 0.563 0.012
C 3.458 1.392 1.072 -0.104
C 2.360 0.995 0.283 -0.218
C 0.948 0.933 0.888 -0.272
C -0.195 1.062 -0.095 -0.046
C -1.480 1.128 0.311 -0.048
C -2.576 1.347 -0.602 -0.233
C -3.889 1.535 -0.111 -0.035
C -4.940 1.787 -0.949 0.006
C -4.719 1.855 -2.354 -0.252
O -5.814 2.098 -3.123 -0.082
C -5.657 2.058 -4.556 -0.057
C -3.415 1.659 -2.873 -0.007
C -2.371 1.395 -2.004 -0.023
C 2.573 0.772 -1.071 -0.030
C 3.828 0.970 -1.657 0.009
H 7.540 1.464 -2.780 0.095
H 6.099 0.469 -3.182 0.093
H 5.997 2.270 -3.195 0.101
H 5.604 1.656 1.190 0.125
H 3.317 1.683 2.117 0.092
H 0.879 1.820 1.541 0.158
H 0.040 1.268 -1.143 0.099
H -1.756 1.103 1.380 0.132
H -4.053 1.478 0.967 0.117
H -5.958 1.940 -0.589 0.126
H -6.672 2.192 -4.930 0.096
H -5.006 2.873 -4.901 0.097
H -5.248 1.095 -4.892 0.097
H -3.241 1.722 -3.952 0.109
H -1.387 1.231 -2.429 0.104
H 1.762 0.467 -1.732 0.113
H 3.927 0.886 -2.747 0.113
C 1.548 -0.200 4.546 -0.223
S 2.287 -0.550 2.933 1.158
C 2.655 -2.311 3.107 -0.212
C 0.739 -0.281 1.760 -0.257
C 0.528 -1.569 0.976 -0.338
C -0.824 -2.308 1.045 -0.144
C -1.183 -3.117 2.138 -0.023
C -2.281 -3.981 2.043 -0.108
C -3.043 -4.032 0.874 -0.669
Br -4.530 -5.203 0.732 0.768
C -2.711 -3.198 -0.206 -0.090
C -1.602 -2.353 -0.120 -0.015
O 1.426 -1.996 0.265 0.124
H 2.241 0.458 5.084 0.067
H 0.595 0.318 4.406 0.065
H 1.421 -1.132 5.103 0.062
H 3.722 -2.379 3.350 0.077
H 2.053 -2.728 3.915 0.058
H 2.480 -2.804 2.155 0.056
H -0.102 -0.124 2.436 0.111
H -0.568 -3.072 3.040 0.109
H -2.539 -4.636 2.867 0.106
H -3.288 -3.208 -1.115 0.106
H -1.315 -1.707 -0.949 0.123
```

For the relative energy (zero: lowest compared OMol25 entry of this formula, charge and spin), the calculation gives 0.000 eV. The value obtained for the lowest unoccupied orbital energy is -3.27 eV. Its charge is +1. As for the spin multiplicity: 1.

# 2
Molecular formula: C27H28Cl2F4N8O7RuS2Sb
Method: DFT, ωB97M-V/def2-TZVPD

Structure (XYZ):
```
80
Properties=species:S:1:pos:R:3:lowdin_charge:R:1
Ru -0.657 -0.316 0.590 1.255
C -3.526 1.573 4.649 -0.086
C -2.785 2.822 4.186 -0.242
C -1.736 2.496 3.195 -0.562
N -1.508 1.353 2.687 0.025
N -0.513 1.309 1.806 -0.197
C 0.084 2.470 1.607 -0.682
N 1.147 2.625 0.815 0.144
S -0.612 3.740 2.576 1.106
H -4.330 1.841 5.328 0.076
H -2.849 0.897 5.163 0.082
H -3.935 1.036 3.798 0.073
H -2.324 3.330 5.039 0.114
H -3.480 3.532 3.726 0.115
H 1.266 1.907 0.093 0.063
H 1.433 3.559 0.573 0.110
F -4.462 -3.616 -2.999 0.118
C -3.197 -3.764 -3.417 -0.131
C -2.962 -3.972 -4.758 -0.123
F -4.007 -4.041 -5.592 0.122
C -1.649 -4.126 -5.269 -0.029
C -0.605 -3.896 -4.340 -0.116
C -0.850 -3.700 -2.995 -0.130
F 0.194 -3.646 -2.161 0.072
C -2.154 -3.672 -2.471 -0.013
C -2.451 -3.647 -1.062 -0.067
C -1.784 -2.852 -0.088 -0.437
N -1.016 -1.877 -0.348 -0.013
C -3.534 -4.411 -0.612 -0.178
N -4.411 -5.072 -0.271 0.213
F 0.666 -3.919 -4.765 0.117
C -1.413 -4.556 -6.600 -0.121
C -2.439 -4.921 -7.480 -0.180
N -3.230 -5.253 -8.246 0.214
C -0.139 -4.746 -7.148 -0.178
N 0.879 -4.918 -7.654 0.212
C 3.639 -0.213 0.870 -0.286
Sb 1.761 -1.196 1.357 1.374
C 1.927 -0.685 3.444 -0.292
C 2.249 -3.298 1.545 -0.270
H 4.436 -0.891 1.146 0.010
H 3.708 0.688 1.471 0.005
H 3.720 0.042 -0.177 -0.061
H 2.908 -0.988 3.803 0.011
H 1.146 -1.219 3.975 -0.005
H 1.808 0.386 3.590 0.001
H 2.376 -3.513 2.603 0.012
H 3.167 -3.503 0.999 -0.002
H 1.435 -3.900 1.147 0.006
Cl 3.368 0.348 -2.846 0.639
C 2.057 -0.819 -2.676 -0.954
Cl 2.532 -2.085 -1.542 0.669
C 0.806 -0.130 -2.059 -0.805
O -0.264 -0.247 -2.624 0.039
O 1.052 0.458 -0.962 -0.269
H 1.851 -1.263 -3.651 0.069
O -0.716 -1.699 2.566 -0.431
S -2.130 -1.934 2.262 0.425
O -2.890 -2.371 3.373 -0.217
O -2.699 -0.814 1.512 -0.352
O -2.127 -3.172 1.212 -0.122
O -1.540 1.518 -0.643 -0.011
C -2.344 1.451 -1.567 -0.474
C -3.291 0.315 -1.768 -0.085
C -4.444 0.709 -0.812 -0.160
C -4.970 2.150 -0.941 -0.178
C -4.032 3.266 -0.439 -0.171
C -3.012 3.723 -1.500 -0.163
N -2.623 2.570 -2.301 0.072
H -2.848 -0.630 -1.450 0.089
H -3.643 0.247 -2.797 0.128
H -4.104 0.537 0.212 0.095
H -5.273 0.028 -1.005 0.120
H -5.879 2.196 -0.338 0.112
H -5.266 2.348 -1.974 0.114
H -3.502 2.896 0.441 0.097
H -4.630 4.122 -0.127 0.109
H -2.127 4.159 -1.030 0.112
H -3.450 4.457 -2.176 0.121
H -3.246 2.395 -3.078 0.132
```

For the relative energy (zero: lowest compared OMol25 entry of this formula, charge and spin), the calculation gives 1.342 eV. The value obtained for the lowest unoccupied orbital energy (spin up / spin down) is -0.36 / -3.38 eV. As for the expectation value of S²: 8.8280. As for the spin multiplicity: 6.

# 3
Molecular formula: C27H28Cl7EuN2O4PS2
Method: DFT, ωB97M-V/def2-TZVPD

Structure (XYZ):
```
72
Properties=species:S:1:pos:R:3:lowdin_charge:R:1
Eu -0.497 0.441 0.343 1.165
C -5.841 0.196 3.924 -0.084
C -4.908 0.736 2.854 -0.337
O -3.552 0.468 3.196 -0.400
P -2.733 -0.784 2.550 -0.181
S -0.907 -0.553 3.228 0.322
S -3.181 -0.990 0.644 0.232
O -3.464 -2.067 3.262 -0.377
C -3.139 -2.461 4.599 -0.340
C -2.208 -3.659 4.583 -0.089
H -6.874 0.490 3.714 0.067
H -5.553 0.588 4.903 0.074
H -5.784 -0.894 3.955 0.063
H -4.995 1.820 2.773 0.103
H -5.135 0.304 1.879 0.062
H -4.087 -2.719 5.078 0.104
H -2.687 -1.631 5.143 0.084
H -2.666 -4.488 4.036 0.073
H -1.988 -3.980 5.607 0.071
H -1.274 -3.397 4.084 0.043
Cl 2.524 0.550 -0.338 0.717
C 2.517 1.534 1.112 -0.702
C 1.293 1.690 1.753 -0.286
C 1.364 2.534 2.858 -0.693
Cl -0.092 2.865 3.783 0.573
C 2.531 3.159 3.304 -0.713
Cl 2.526 4.223 4.677 0.603
C 3.727 2.926 2.632 -0.718
Cl 5.204 3.658 3.173 0.609
C 3.720 2.096 1.517 -0.711
Cl 5.201 1.778 0.662 0.618
C -2.458 -4.699 0.067 -0.098
C -0.998 -4.717 -0.401 -0.203
C -0.046 -4.443 0.747 -0.165
C 0.159 -5.490 1.645 -0.077
C 0.933 -5.339 2.782 -0.112
C 1.534 -4.113 3.018 -0.068
C 1.375 -3.050 2.139 -0.198
C 2.145 -1.778 2.388 -0.246
C 3.583 -1.877 1.870 -0.098
C 0.572 -3.196 0.991 -0.179
N 0.418 -2.087 0.124 0.015
C 0.820 -2.248 -1.092 -0.162
C 0.590 -1.336 -2.152 -0.400
C 1.101 -1.411 -3.461 -0.094
C 0.648 -0.267 -4.112 -0.125
C -0.115 0.437 -3.160 -0.215
N -0.170 -0.199 -1.989 -0.105
H -3.134 -4.957 -0.754 0.066
H -2.728 -3.707 0.429 0.008
H -2.613 -5.411 0.883 0.063
H -0.879 -3.997 -1.205 0.090
H -0.765 -5.703 -0.812 0.102
H -0.319 -6.445 1.444 0.103
H 1.061 -6.162 3.475 0.087
H 2.153 -3.971 3.900 0.109
H 2.146 -1.558 3.458 0.109
H 1.651 -0.951 1.895 0.014
H 4.116 -2.704 2.349 0.066
H 4.129 -0.948 2.065 0.055
H 3.585 -2.048 0.790 0.061
H 1.426 -3.127 -1.342 0.136
H 1.721 -2.205 -3.858 0.082
H 0.848 0.037 -5.130 0.068
H -0.608 1.390 -3.298 0.076
Cl -2.841 1.583 -1.488 0.575
C -2.365 3.031 -0.565 -0.926
Cl -2.271 2.572 1.158 0.600
C -0.931 3.460 -1.060 -0.805
O -0.896 4.532 -1.673 -0.021
O -0.045 2.625 -0.761 -0.190
H -3.113 3.798 -0.691 0.050
```

The value obtained for the lowest unoccupied orbital energy (spin up / spin down) is 4.21 / 4.21 eV. Its charge is -2. As for the expectation value of S²: 15.7598. As for the spin multiplicity: 8.

no.,F_max (eV/A),total energy (eV)
1,1.72,-115464.821
2,1.74,-121406.681
3,1.22,-177577.064